1.
An isolated molecule of C3H4N2O4. Source: OMol25; level of theory: ωB97M-V/def2-TZVPD.

Element x y z (Å)
C (0.22, 1.88, 0.06)
N (0.56, 1.36, -1.03)
O (1.48, 0.40, -0.91)
C (1.25, -0.37, 0.20)
O (2.06, -1.02, 0.68)
C (-0.20, -0.60, 0.77)
N (-1.06, -1.20, 0.04)
O (-2.14, -1.76, 0.40)
O (-0.73, -1.22, -1.27)
H (-0.46, 2.68, 0.02)
H (0.75, 1.54, 1.01)
H (-0.20, -0.62, 1.84)
H (-1.54, -1.06, -1.81)

Calculated total energy ... -14339.32985 eV
Frontier orbital gap ... 9.87 eV
F_max ... 0.094 Eh/bohr
2S+1 ... 1
SMILES ... C=NOC(=O)/C=[N+](/[O-])O
ΔE to the lowest compared entry with this formula, charge and spin ... 710.6 kJ/mol

---

2.
An isolated molecule of C3H4N2OS. Source: OMol25; level of theory: ωB97M-V/def2-TZVPD.

Element x y z (Å)
O (1.83, 0.83, 3.04)
C (1.46, 0.55, 1.93)
N (0.23, -0.05, 1.68)
C (-0.25, -0.39, 0.45)
N (0.45, -0.26, -0.62)
C (-0.16, -0.50, -1.83)
S (-1.66, -0.08, -2.27)
H (2.04, 0.72, 1.02)
H (-0.32, -0.23, 2.51)
H (-1.27, -0.79, 0.44)
H (0.51, -0.95, -2.56)

Calculated total energy ... -19038.16807 eV
Frontier orbital gap ... 8.40 eV
F_max ... 0.012 Eh/bohr
2S+1 ... 1
SMILES ... O=CN/C=N/C=S
ΔE to the lowest compared entry with this formula, charge and spin ... 84.9 kJ/mol

---

3.
An isolated molecule of C3H4N2OS. Source: OMol25; level of theory: ωB97M-V/def2-TZVPD.

Element x y z (Å)
C (-2.40, 0.54, 0.00)
S (-1.28, -0.85, 0.01)
C (0.23, -0.05, -0.08)
C (1.37, -0.90, -0.01)
N (2.33, -1.52, 0.02)
N (0.32, 1.23, 0.00)
O (1.63, 1.64, 0.01)
H (-2.19, 1.17, -0.88)
H (-3.41, 0.07, 0.01)
H (-2.21, 1.14, 0.90)
H (1.45, 2.59, 0.04)

Calculated total energy ... -19036.28332 eV
Frontier orbital gap ... 9.39 eV
F_max ... 0.028 Eh/bohr
2S+1 ... 1
SMILES ... CS/C(C#N)=N/O
ΔE to the lowest compared entry with this formula, charge and spin ... 266.8 kJ/mol

---

4.
An isolated molecule of C3H4N2OS. Source: OMol25; level of theory: ωB97M-V/def2-TZVPD.

Element x y z (Å)
O (3.31, 0.87, 0.04)
C (2.99, -0.29, -0.01)
N (1.68, -0.75, -0.01)
C (0.62, 0.13, -0.04)
N (-0.54, -0.43, -0.02)
C (-1.61, 0.40, -0.05)
S (-3.19, 0.00, 0.02)
H (3.71, -1.12, -0.11)
H (1.39, -1.71, 0.23)
H (0.83, 1.19, 0.02)
H (-1.33, 1.46, -0.03)

Calculated total energy ... -19037.89182 eV
Frontier orbital gap ... 7.84 eV
F_max ... 0.034 Eh/bohr
2S+1 ... 1
SMILES ... O=CN/C=N/C=S
ΔE to the lowest compared entry with this formula, charge and spin ... 111.6 kJ/mol